The following is a quantum chemistry calculation of C24H32N6OPbS2 as an isolated structure, from the Open Molecules 2025 dataset.

Calculated values
total charge = +2
relative energy (zero: lowest compared OMol25 entry of this formula, charge and spin) = 0.8 kcal per mole
Kohn-Sham gap = 8.321 eV

Element x y z (Å)
1 Pb -0.81849 0.93170 0.50434
2 N -0.25690 1.05287 3.12798
3 C 0.87361 1.89892 3.56421
4 C 2.21281 1.39232 3.03356
5 C 2.49797 1.66960 1.55707
6 N 1.74492 0.79822 0.62546
7 H -1.09676 1.33775 3.62324
8 H -0.07361 0.08896 3.39692
9 H 0.93225 1.93750 4.65498
10 H 0.69553 2.91530 3.20402
11 H 2.30584 0.32027 3.23786
12 H 2.99552 1.89566 3.60157
13 H 3.57236 1.55279 1.39563
14 H 2.23062 2.70601 1.33498
15 H 1.87475 -0.17803 0.88448
16 H 2.13534 0.89795 -0.30685
17 C 1.62080 1.24367 -4.43568
18 N 1.65377 2.18358 -3.32902
19 C 2.60404 3.16860 -3.14432
20 C 2.22270 3.91225 -2.09544
21 N 1.02308 3.38008 -1.61609
22 C 0.69490 2.28925 -2.38576
23 S -0.58951 1.19608 -2.23948
24 C 0.18214 4.12143 -0.73991
25 C 0.11930 5.50068 -0.90761
26 C -0.65902 6.24154 -0.03629
27 C -1.37155 5.57974 0.95352
28 C -1.27963 4.20503 1.01465
29 N -0.51039 3.48118 0.19516
30 H 2.60801 1.18962 -4.88510
31 H 0.90279 1.57474 -5.18550
32 H 1.31493 0.26310 -4.07900
33 H 3.47605 3.24706 -3.76923
34 H 2.70285 4.75030 -1.62387
35 H 0.64561 5.97821 -1.72177
36 H -0.72224 7.31563 -0.14215
37 H -1.99512 6.12165 1.64962
38 H -1.84519 3.64156 1.74974
39 O -0.47305 -1.50060 0.45148
40 S -1.23839 -2.48030 -0.43552
41 C 0.01690 -3.57310 -1.10321
42 C -0.09614 -3.95935 -2.43005
43 C 0.87286 -4.79109 -2.97213
44 C 1.93136 -5.22439 -2.18820
45 C 2.03428 -4.82349 -0.86077
46 C 1.07449 -3.99126 -0.31123
47 C -2.01324 -3.62542 0.70793
48 C -3.10925 -4.34164 0.24878
49 C -3.74368 -5.22441 1.10875
50 C -3.28149 -5.37815 2.40827
51 C -2.18228 -4.65537 2.85321
52 C -1.54533 -3.76495 2.00339
53 H -0.93320 -3.61836 -3.02722
54 H 0.80239 -5.09544 -4.00739
55 H 2.68207 -5.87814 -2.61091
56 H 2.86238 -5.16321 -0.25370
57 H 1.14322 -3.67240 0.72059
58 H -3.45775 -4.21230 -0.76929
59 H -4.60679 -5.78037 0.76954
60 H -3.78131 -6.06242 3.08021
61 H -1.82661 -4.77823 3.86723
62 H -0.70036 -3.17886 2.34057
63 N -3.49136 0.76797 0.00707
64 H -3.89748 -0.08023 0.39127
65 H -3.62099 0.73418 -1.00038
66 H -4.04536 1.54856 0.34578

Cartesian forces (eV/Å) of the 6 atoms listed first:
-0.10 -0.25 0.34
0.27 0.10 0.28
0.13 -0.15 0.06
-0.25 0.16 -0.25
0.02 -0.04 0.18
0.08 0.01 0.16